{
  "formula": "C28H30NOSrTe",
  "method": "ωB97M-V/def2-TZVPD",
  "energy_ha": -1513.736952,
  "lumo_energy_ev": 2.435,
  "homo_lumo_gap_ev": 6.39,
  "charge": -1,
  "species": ["C", "C", "C", "H", "C", "C", "H", "C", "C", "C", "H", "C", "C", "H", "H", "H", "H", "H", "H", "Sr", "C", "C", "C", "H", "H", "H", "H", "H", "H", "C", "C", "H", "H", "O", "N", "C", "H", "C", "C", "H", "C", "H", "C", "H", "C", "H", "C", "H", "H", "H", "Te", "C", "C", "C", "C", "C", "C", "H", "H", "H", "H", "H"],
  "positions_angstrom": [[2.21, 0.28, 0.82], [2.26, -0.45, -0.40], [2.18, 0.47, -1.48], [2.41, -1.53, -0.50], [2.08, 1.77, -0.93], [2.10, 1.66, 0.48], [2.06, 2.70, -1.51], [-1.53, -1.73, 1.31], [-0.29, -2.21, 0.82], [-0.39, -2.33, -0.59], [0.57, -2.50, 1.42], [-1.70, -1.95, -0.98], [-2.41, -1.58, 0.21], [2.29, 0.21, -2.53], [2.04, 2.49, 1.19], [2.29, -0.14, 1.82], [-3.45, -1.27, 0.25], [0.39, -2.70, -1.27], [-1.78, -1.57, 2.36], [-0.52, 0.83, -0.07], [-2.11, -1.56, -2.40], [-3.62, -1.66, -2.61], [-1.37, -2.37, -3.47], [-3.98, -2.66, -2.34], [-3.86, -1.49, -3.67], [-4.17, -0.93, -2.02], [-1.53, -3.45, -3.31], [-0.29, -2.19, -3.48], [-1.75, -2.12, -4.46], [-1.66, -0.07, -2.43], [-2.24, 1.01, -3.32], [-0.55, -0.02, -2.52], [-2.09, 0.31, -1.47], [-3.22, 1.62, -2.88], [-1.45, 1.37, -4.41], [-0.32, 2.25, -4.05], [-2.02, 1.80, -5.13], [0.99, 1.78, -4.63], [2.11, 2.59, -4.42], [1.97, 3.56, -3.93], [3.38, 2.13, -4.80], [4.25, 2.75, -4.59], [3.51, 0.89, -5.43], [4.49, 0.54, -5.72], [2.37, 0.11, -5.70], [2.46, -0.85, -6.20], [1.10, 0.56, -5.30], [0.20, -0.03, -5.49], [-0.20, 2.32, -2.95], [-0.53, 3.27, -4.41], [-1.63, 2.64, 2.31], [-1.15, 1.17, 3.69], [-2.16, 0.64, 4.54], [-1.78, -0.16, 5.62], [-0.42, -0.48, 5.84], [0.56, -0.02, 4.94], [0.21, 0.81, 3.87], [-3.19, 0.93, 4.35], [-2.53, -0.53, 6.32], [-0.13, -1.07, 6.70], [1.60, -0.30, 5.09], [0.96, 1.26, 3.21]],
  "nbo_charge": [-0.40, -0.33, -0.40, 0.21, -0.45, -0.41, 0.20, -0.37, -0.37, -0.38, 0.21, -0.11, -0.44, 0.21, 0.22, 0.22, 0.21, 0.20, 0.22, 1.73, -0.06, -0.61, -0.61, 0.22, 0.19, 0.22, 0.22, 0.21, 0.19, -0.54, 0.71, 0.24, 0.19, -0.57, -0.69, -0.25, 0.38, 0.05, -0.23, 0.21, -0.20, 0.21, -0.22, 0.21, -0.21, 0.21, -0.25, 0.24, 0.21, 0.21, -0.50, -0.22, -0.26, -0.21, -0.25, -0.20, -0.27, 0.22, 0.20, 0.20, 0.20, 0.22]
}